The following is a DFT calculation (ωB97M-V/def2-TZVPD) of a structure of composition Ag2Cl.

Geometry as XYZ:
```
3
Properties=species:S:1:pos:R:3:forces:R:3
Ag 1.8891 0.0964 -0.1616 6.8 1.6 -2.5
Ag -1.9468 0.2331 -0.3411 -1.5 0.4 -0.6
Cl 0.0576 -0.3295 0.5027 -5.3 -2.0 3.1
```
Forces are in eV/Å.

Its total charge is +1. As for the frontier orbital gap: 9.593 eV. As for the spin multiplicity: 1. As for the energy above the lowest of the compared OMol25 structures with the same formula, charge and spin: 23.0 kcal/mol. The value obtained for the calculated total energy is -753.810403 Ha. As for the max |F|: 0.1435 Eh/bohr. The calculation puts the highest occupied orbital energy at -0.5586 Ha.

***

The following is a DFT calculation (ωB97M-V/def2-TZVPD) of an isolated molecule of C5H7N.

Geometry as XYZ:
```
13
Properties=species:S:1:pos:R:3:forces:R:3
C -1.3102 -0.3866 2.5441 -0.1 0.1 -0.4
C -1.1222 -0.0360 1.4071 -0.4 -0.5 0.3
C -0.7857 0.2073 0.0094 0.0 -0.4 0.0
C -0.3067 -1.0757 -0.7979 -0.1 0.3 0.3
N 0.5812 -0.1090 -0.2478 0.8 -0.1 0.9
C 1.3641 0.8775 -0.9253 0.4 0.0 -0.1
H -1.4968 -0.7294 3.5373 0.0 0.2 -0.1
H -1.1100 1.2000 -0.3508 -0.2 -1.0 -0.5
H -0.2442 -1.3852 -1.8588 -0.7 1.1 0.3
H -0.3624 -1.9712 -0.1658 0.0 0.3 -0.2
H 1.5447 1.6441 -0.1630 0.2 0.0 -0.3
H 0.9521 1.3870 -1.8195 -0.2 -0.4 0.1
H 2.2962 0.3771 -1.1689 0.3 0.4 -0.3
```
Forces are in eV/Å.

Its total charge is 0. The SMILES is C#C[C@@H]1CN1C. As for the frontier orbital gap: 9.824 eV. As for the spin multiplicity: 1. As for the energy above the lowest of the compared OMol25 structures with the same formula, charge and spin: 93.2 kcal/mol. The value obtained for the calculated total energy is -249.324637 Ha. As for the max |F|: 0.0269 Eh/bohr. The calculation puts the highest occupied orbital energy at -0.3199 Ha.

***

The following is a DFT calculation (ωB97M-V/def2-TZVPD) of a structure of composition C30H29BN6O4S2W.

Geometry as XYZ:
```
73
Properties=species:S:1:pos:R:3:forces:R:3
W -0.4277 -0.3478 0.0758 1.9 1.7 -2.3
O 1.2832 -0.1949 -0.8936 0.4 0.4 -0.7
C 2.4183 -0.8094 -0.7268 0.3 -0.2 0.0
C 3.2988 -0.9435 -1.8018 0.3 0.0 0.0
C 4.4587 -1.6795 -1.6500 0.0 0.0 0.0
C 4.7729 -2.2890 -0.4330 0.0 0.0 0.1
C 3.9278 -2.1028 0.6478 0.3 -0.1 0.0
C 2.7703 -1.3429 0.5232 -0.2 -0.2 0.3
C 1.9654 -1.0260 1.6890 1.5 -0.4 -0.2
N 0.9998 -0.2038 1.6328 -1.2 0.1 0.9
N 0.4302 0.1112 2.8648 0.0 0.3 0.2
C -0.7382 0.6429 2.6806 0.3 0.0 0.3
O -1.2498 0.7985 1.4935 -0.4 0.2 0.4
C -1.5716 1.0317 3.8434 0.1 0.0 -0.2
C -1.0675 0.9998 5.1403 0.0 0.0 0.1
C -1.8838 1.3488 6.2049 0.0 0.0 0.0
C -3.2047 1.7257 5.9795 0.1 0.0 0.0
C -3.7075 1.7502 4.6869 0.0 0.0 0.0
C -2.8908 1.4031 3.6184 -0.2 0.1 0.0
H 3.0414 -0.4855 -2.7500 0.0 0.0 0.1
H 5.1291 -1.7857 -2.4962 0.0 0.0 0.0
H 5.6729 -2.8820 -0.3281 0.0 0.0 0.0
H 4.1706 -2.5333 1.6155 0.0 0.0 -0.1
H 2.2368 -1.4222 2.6643 0.2 0.1 0.0
H -0.0380 0.7035 5.2956 0.0 0.0 0.0
H -1.4911 1.3292 7.2138 0.0 0.0 0.0
H -3.8380 2.0047 6.8129 0.0 0.0 0.0
H -4.7358 2.0396 4.5075 0.0 0.0 0.0
H -3.2692 1.4141 2.6034 0.0 0.0 0.0
C -1.9375 -3.0287 2.9869 -0.2 -0.2 0.2
C -2.0129 -2.0726 1.8455 -1.5 -0.3 0.4
O -0.9328 -1.8215 1.3013 0.8 -0.8 0.5
C -3.2511 -1.4779 1.4143 -0.1 -0.2 0.3
C -4.4295 -1.6861 2.1580 -0.1 0.0 0.1
C -5.6124 -1.1038 1.7909 0.0 0.0 0.0
C -5.6464 -0.2919 0.6396 -0.1 0.0 0.1
C -4.5286 -0.0855 -0.1219 -0.1 0.0 0.0
C -3.3040 -0.6762 0.2464 -0.4 -0.3 0.2
O -2.2723 -0.4981 -0.4991 -1.1 0.3 -0.8
H -0.9102 -3.3608 3.0948 0.0 0.0 0.0
H -2.5866 -3.8902 2.8234 0.0 0.0 0.0
H -2.2512 -2.5347 3.9097 0.0 0.0 0.0
H -4.3916 -2.3093 3.0438 0.0 0.0 0.0
H -6.5070 -1.2669 2.3768 0.0 0.0 0.0
H -6.5774 0.1794 0.3455 0.0 0.0 0.0
H -4.5477 0.5279 -1.0124 0.0 0.0 0.0
C 2.0010 -4.5333 -2.4345 0.0 0.2 -0.1
N 1.6164 -3.3192 -3.1374 0.0 -0.3 0.0
C 2.1361 -2.8964 -4.3448 0.0 -0.2 0.2
C 1.5313 -1.7263 -4.6212 -0.2 0.1 0.0
N 0.6476 -1.4257 -3.6013 -0.1 0.1 -0.1
B -0.2872 -0.1469 -3.5976 0.2 0.1 -0.3
N 0.5996 1.1504 -3.4128 0.0 -0.2 0.0
C 1.5879 1.5506 -4.2945 -0.3 -0.1 0.0
C 2.1930 2.6478 -3.8029 0.0 0.1 0.2
N 1.5671 2.9223 -2.6014 0.1 0.2 0.1
C 1.9062 4.0136 -1.6995 0.0 -0.1 -0.1
C 0.5915 2.0076 -2.3741 0.2 0.0 -0.3
S -0.4355 2.1068 -0.9994 -0.1 -0.5 0.1
C 0.6967 -2.4231 -2.6965 0.2 0.1 -0.2
S -0.1868 -2.6757 -1.2395 -0.1 0.2 -0.2
H 2.9633 -4.8627 -2.8200 0.0 0.0 0.0
H 1.2593 -5.3184 -2.5745 0.0 0.0 0.0
H 2.0841 -4.3177 -1.3721 0.0 0.0 0.0
H 2.8805 -3.4592 -4.8832 -0.1 0.0 0.1
H 1.6436 -1.0947 -5.4858 -0.1 0.0 0.1
H -0.8570 -0.0893 -4.6715 0.2 0.0 0.1
H -1.0256 -0.2272 -2.6888 -0.3 0.0 0.3
H 1.7609 1.0426 -5.2271 0.0 0.0 0.1
H 2.9946 3.2535 -4.1888 -0.1 0.0 0.0
H 2.8659 4.4229 -2.0055 0.0 0.0 0.0
H 1.9674 3.6364 -0.6825 0.0 0.0 0.0
H 1.1475 4.7940 -1.7301 0.0 0.0 0.0
```
Forces are in eV/Å.

Its total charge is 0. As for the frontier orbital gap (alpha / beta): 6.230 / 6.891 eV. As for the spin multiplicity: 3. As for the energy above the lowest of the compared OMol25 structures with the same formula, charge and spin: 22.3 kcal/mol. As for the expectation value of S²: 2.019. The value obtained for the calculated total energy is -2678.587800 Ha. As for the max |F|: 0.0661 Eh/bohr. The calculation puts the highest occupied orbital energy (alpha / beta) at -0.2328 / -0.2759 Ha.

***

The following is a DFT calculation (ωB97M-V/def2-TZVPD) of an isolated molecule of C3H10N3PS.

Geometry as XYZ:
```
18
Properties=species:S:1:pos:R:3:forces:R:3
C 2.3314 -0.3008 0.6517 0.0 1.1 -1.5
C 1.4575 -1.2941 0.5032 2.3 0.4 1.9
C 0.7652 -1.6702 -0.6901 -3.5 0.3 -2.4
N -0.6933 -0.7283 -0.5752 0.6 -1.8 -0.4
P -1.0004 0.8798 -0.2586 0.2 0.3 -1.0
N -2.7182 1.0725 -0.4142 1.9 -1.6 1.2
N -0.6210 1.1303 1.3912 -1.7 -1.3 -1.2
S 0.0151 2.0679 -1.4458 -0.1 -0.1 0.3
H 2.7762 0.1908 1.5171 -0.2 -1.1 0.3
H 2.5857 0.2696 -0.2424 -0.2 0.0 0.0
H 1.3109 -1.9419 1.3407 -0.6 -0.1 0.6
H 0.4711 -2.7653 -0.6616 -0.3 1.5 0.1
H 1.1936 -1.5430 -1.7318 -0.3 0.6 1.5
H -1.5822 -1.2302 -0.6414 0.7 -0.3 0.2
H -3.0002 0.7635 -1.3170 -0.3 0.0 -0.8
H -2.9267 2.0364 -0.2973 -0.3 0.9 0.0
H -0.7089 2.0869 1.6133 -0.2 1.4 0.3
H 0.3438 0.9759 1.2581 1.8 -0.3 0.7
```
Forces are in eV/Å.

Its total charge is 0. The SMILES is C=CCNP(N)(N)=S. As for the frontier orbital gap: 8.808 eV. As for the spin multiplicity: 1. As for the energy above the lowest of the compared OMol25 structures with the same formula, charge and spin: 21.2 kcal/mol. The value obtained for the calculated total energy is -1024.105420 Ha. As for the max |F|: 0.0824 Eh/bohr. The calculation puts the highest occupied orbital energy at -0.2989 Ha.

***

Look up the max |F| of the fourth one. 0.0824 Eh/bohr

***

total charge of number 2 (C5H7N)? 0